Record 1
The following is a quantum chemistry calculation of a 2-piece molecular cluster, C3H3Cl2NO overall at a distorted geometry, from the Open Molecules 2025 dataset.

```
10
Properties=species:S:1:pos:R:3:forces:R:3
O 0.74437 -0.15750 0.51151 2.14 0.34 1.28
H 0.20929 2.55342 0.62281 -0.23 -0.28 -0.35
Cl -1.34324 1.57533 2.04975 -0.40 0.14 0.93
Cl -1.28943 -0.35670 -0.84427 -1.42 -0.43 -1.10
H -1.47165 2.33303 -0.10253 1.30 -0.93 -0.20
C -0.62187 1.85469 0.44942 -0.27 2.06 1.11
H 0.53171 -2.34827 -0.29904 0.13 -0.71 -0.11
C 1.24833 -2.88515 -0.90864 1.85 0.80 -1.37
C -0.15426 0.49378 0.15120 -1.22 -0.82 -1.64
N 2.14675 -3.06263 -1.63021 -1.89 -0.18 1.45
```
Forces are in eV/Å.

Output
Structure (SMILES): O=C(Cl)CCl.C#N
Energy relative to the best compared isomer or geometry (same formula, charge and spin) (kJ/mol): 94.3
HOMO level (eV): -11.453
HOMO-LUMO gap (eV): 11.28

---

Record 2
The following is a quantum chemistry calculation of a 2-piece molecular cluster, C3H3Cl2OP overall at a distorted geometry, from the Open Molecules 2025 dataset.

```
10
Properties=species:S:1:pos:R:3:forces:R:3
C 0.06493 1.24472 -0.92426 -0.50 -1.64 1.19
H 0.66859 0.22276 0.89334 -1.34 -0.14 -1.32
C 0.13947 0.16554 -0.12466 2.20 2.45 1.04
H 2.44311 0.79016 -0.20744 0.75 0.98 0.19
Cl 3.91001 -1.08979 -1.07028 0.56 -0.18 -0.49
H 0.00982 -0.78919 -0.52849 -0.63 -1.49 -0.42
Cl 5.08698 1.09804 0.92762 -0.04 0.38 -0.22
O 2.89407 -0.68527 1.54252 -0.73 -0.76 1.94
C -0.52348 2.12590 -1.62364 -0.10 0.70 -0.44
P 3.44575 0.09113 0.46974 -0.16 -0.30 -1.48
```
Forces are in eV/Å.

Output
Energy relative to the best compared isomer or geometry (same formula, charge and spin) (kJ/mol): 269.5
HOMO level (eV): -10.416
HOMO-LUMO gap (eV): 8.39

---

Record 3
The following is a quantum chemistry calculation of C3H3Cl3S as an isolated structure at a distorted geometry, from the Open Molecules 2025 dataset.

```
10
Properties=species:S:1:pos:R:3:forces:R:3
Cl 0.43701 -1.84808 1.05446 -0.49 -0.58 0.41
H 0.26158 -0.64622 -1.90263 0.54 0.83 0.81
Cl -1.15364 0.29976 2.31047 0.20 -0.24 0.52
C 0.84409 -0.00543 -1.17731 1.38 -0.33 -1.65
H 0.76265 1.18029 0.54269 0.16 1.04 0.30
C 0.12877 0.80748 -0.22802 -1.48 -3.96 2.04
H -1.75588 -0.77649 0.38638 1.90 -0.53 0.23
S 2.49392 -0.02481 -1.17853 -1.54 -0.19 -0.04
Cl -1.28127 1.62483 -0.68314 -0.65 1.21 -0.71
C -0.73722 -0.61135 0.87562 -0.02 2.76 -1.89
```
Forces are in eV/Å.

Output
Energy relative to the best compared isomer or geometry (same formula, charge and spin) (kJ/mol): 119.6
HOMO level (eV): -9.087
HOMO-LUMO gap (eV): 8.01

---

Record 4
The following is a quantum chemistry calculation of a 2-piece molecular cluster, C3H3Cl4NO2 overall at a distorted geometry, from the Open Molecules 2025 dataset.

```
13
Properties=species:S:1:pos:R:3:forces:R:3
Cl -2.86039 -0.16595 -0.46948 0.71 0.43 -0.01
Cl 2.58880 0.00185 -1.21878 0.34 0.18 0.66
C -1.67937 1.05612 -0.02799 -2.24 0.92 3.35
H -2.02036 1.65113 0.97069 1.06 -1.53 -2.71
O 0.46928 -1.82335 -1.00673 -0.39 -0.72 -1.41
N 0.83220 -1.31759 0.02860 -1.60 -0.83 1.36
C 1.79481 -0.47696 0.21059 -0.26 0.37 0.87
O 0.06891 -1.65886 1.19566 -0.63 -0.54 -0.31
H -0.72270 -2.23700 0.90896 1.96 1.29 -0.30
H -0.28164 0.86163 -1.56034 0.54 -0.95 -1.39
Cl 0.44272 2.62535 -0.16521 -0.12 -0.16 -0.05
Cl 1.93473 0.18462 1.79821 0.72 0.10 -0.81
C -0.56701 1.29901 -0.66416 -0.08 1.43 0.76
```
Forces are in eV/Å.

Output
Structure (SMILES): [O-][N+](O)=C(Cl)Cl.Cl/C=C/Cl
Energy relative to the best compared isomer or geometry (same formula, charge and spin) (kJ/mol): 0.0
HOMO level (eV): -9.148
HOMO-LUMO gap (eV): 9.66

---

Record 5
The following is a quantum chemistry calculation of a 2-piece molecular cluster, C3H3Cl5S overall at a distorted geometry, from the Open Molecules 2025 dataset.

```
12
Properties=species:S:1:pos:R:3:forces:R:3
Cl 1.59067 1.10982 -3.72714 0.32 0.76 -0.78
Cl 1.98264 1.89401 -1.05196 1.18 0.93 0.78
Cl 0.46073 -1.15402 -2.38018 -0.63 -0.96 0.61
S -2.01589 0.44904 -2.08965 -0.95 -0.02 2.30
C -0.19622 0.01362 0.01196 1.97 -0.55 -0.14
Cl -0.13701 3.17700 -2.59649 0.04 0.23 0.02
C -0.51871 -0.09923 -1.43464 2.23 0.23 -1.19
H 0.82628 0.49024 0.20968 -1.40 -0.04 -0.74
H 0.06047 -0.93443 0.56782 -1.44 0.53 -0.67
H -0.95165 0.66236 0.37120 -0.69 0.34 1.41
Cl -1.91687 0.31563 -4.02192 0.40 -0.09 -1.45
C 0.94986 1.89156 -2.35842 -1.02 -1.35 -0.15
```
Forces are in eV/Å.

Output
Energy relative to the best compared isomer or geometry (same formula, charge and spin) (kJ/mol): 244.7
HOMO level (alpha / beta) (eV): -7.875 / -7.379
HOMO-LUMO gap (alpha / beta) (eV): 7.65 / 6.99

---

Record 6
The following is a quantum chemistry calculation of a 2-piece molecular cluster, C3H3ClF2 overall at a distorted geometry, from the Open Molecules 2025 dataset.

```
9
Properties=species:S:1:pos:R:3:forces:R:3
H 1.47509 -0.73663 -1.41940 -0.02 1.19 0.10
H -1.66428 -0.76659 -0.59107 -1.06 -0.11 -0.36
F 2.12321 -1.51282 0.22985 -0.41 -0.37 0.47
H -0.45532 1.38694 1.19820 -0.03 -0.45 0.08
F -3.15049 0.51505 0.19178 0.36 -0.12 -0.31
C 1.67419 -0.40794 -0.38757 1.52 -1.13 -0.17
Cl 2.69318 0.89685 0.09583 -0.61 0.11 -0.64
C -1.87087 0.10062 0.03037 0.36 -0.94 0.10
C -0.82473 0.52453 0.65202 -0.11 1.81 0.74
```
Forces are in eV/Å.

Output
Energy relative to the best compared isomer or geometry (same formula, charge and spin) (kJ/mol): 98.3
HOMO level (alpha / beta) (eV): -8.506 / -10.268
Multiplicity: 3
HOMO-LUMO gap (alpha / beta) (eV): 9.44 / 8.65
Expectation value of S²: 2.014

---

Record 7
The following is a quantum chemistry calculation of one molecule with the formula C3H3ClFN at a distorted geometry, from the Open Molecules 2025 dataset.

```
9
Properties=species:S:1:pos:R:3:forces:R:3
H -0.98202 2.41461 0.13046 -0.74 -2.59 -0.33
C -1.36845 1.31682 -0.05550 4.24 -3.06 -0.44
F -2.65153 1.08775 0.10371 -0.25 0.35 -0.10
H 2.75251 -0.50230 0.28125 -1.59 -0.46 -0.43
N 0.80851 0.03539 -0.06168 1.64 -0.17 -0.03
Cl -1.44008 -1.41103 -0.72194 0.52 -0.39 0.18
C -0.43519 -0.08246 -0.26910 -6.55 5.94 0.54
C 1.67557 -0.87474 0.13522 3.76 -1.29 1.60
H 1.64067 -1.98405 0.45758 -1.03 1.67 -1.00
```
Forces are in eV/Å.

Output
Structure (SMILES): C=N/C(Cl)=C/F
Energy relative to the best compared isomer or geometry (same formula, charge and spin) (kJ/mol): 372.0
HOMO level (alpha / beta) (eV): -8.135 / -8.463
HOMO-LUMO gap (alpha / beta) (eV): 8.26 / 7.99

---

Record 8
The following is a quantum chemistry calculation of one molecule with the formula C3H3ClIN at a distorted geometry, from the Open Molecules 2025 dataset.

```
9
Properties=species:S:1:pos:R:3:forces:R:3
C -0.55910 0.86873 -0.03801 -0.53 -3.04 0.37
H -1.07800 0.91708 -0.98946 0.04 -1.27 -0.28
C 0.15711 -1.50272 -0.25117 -0.05 -0.49 0.22
Cl 2.00142 0.19968 -0.87872 -0.13 0.31 -0.36
C 0.56945 -0.18361 0.17344 2.09 1.04 2.04
N -0.13492 -2.51197 -0.71260 -0.09 0.00 0.17
H 1.23919 -0.13494 1.29980 -3.04 -0.32 -3.13
I -2.04815 0.56580 1.45868 0.16 0.26 -0.10
H -0.14700 1.78195 -0.06196 1.55 3.51 1.08
```
Forces are in eV/Å.

Output
Structure (SMILES): N#C[C@@H](Cl)CI
Energy relative to the best compared isomer or geometry (same formula, charge and spin) (kJ/mol): 89.9
HOMO level (eV): -10.134
HOMO-LUMO gap (eV): 10.11